A cluster of 10 separate species, C41H71BCl6F7N6O5S in total at a distorted geometry, computed with wB97M-V/def2-TZVPD.

Cartesian coordinates (Å):
C1 -1.189 -0.359 33.230
C2 -1.647 0.354 31.912
C3 -3.113 0.717 31.894
N1 -3.840 0.836 30.523
C4 -3.037 1.736 29.563
C5 -5.258 1.377 30.709
C6 -6.178 0.162 30.817
C7 -5.341 -1.109 30.555
C8 -3.996 -0.585 30.006
H1 -1.549 -1.354 33.496
H2 -1.396 0.272 34.095
H3 -0.114 -0.539 33.185
H4 -1.451 -0.395 31.141
H5 -1.005 1.213 31.725
H6 -3.195 1.624 32.495
H7 -3.797 0.030 32.397
H8 -3.416 1.830 28.551
H9 -2.020 1.352 29.653
H10 -2.993 2.692 30.082
H11 -5.791 2.073 30.062
H12 -5.337 1.818 31.704
H13 -6.922 0.300 30.032
H14 -6.768 -0.001 31.719
H15 -5.872 -1.642 29.767
H16 -5.243 -1.780 31.408
H17 -4.028 -0.577 28.915
H18 -3.186 -1.277 30.235
C9 -4.487 5.472 33.279
F1 -3.472 4.976 32.555
F2 -4.723 4.590 34.261
F3 -4.098 6.641 33.738
S1 -6.042 5.731 32.146
O1 -7.094 6.428 32.930
O2 -5.631 6.529 31.000
O3 -6.426 4.389 31.756
B1 -5.588 4.256 28.358
F4 -4.997 4.214 27.123
F5 -4.700 4.085 29.391
F6 -6.048 5.554 28.509
F7 -6.692 3.360 28.226
C10 -4.174 -2.515 35.142
Cl1 -3.621 -2.078 36.747
Cl2 -5.700 -1.592 34.929
Cl3 -4.494 -4.203 34.838
H19 -3.514 -2.108 34.381
C11 -8.865 2.588 34.410
Cl4 -8.627 1.834 36.045
Cl5 -10.617 2.614 34.095
Cl6 -8.262 1.518 33.083
H20 -8.391 3.561 34.310
C12 -5.548 -5.724 31.299
C13 -4.082 -6.196 31.050
C14 -4.127 -7.047 29.738
C15 -2.811 -7.428 29.161
C16 -1.795 -6.296 29.026
C17 -1.761 -5.416 30.310
N2 -3.131 -5.120 30.842
O4 -3.134 -4.098 31.758
C18 -0.814 -6.197 31.283
C19 -1.054 -4.097 29.893
C20 -3.749 -7.133 32.240
H21 -6.278 -6.505 31.086
H22 -5.935 -4.900 30.695
H23 -5.666 -5.331 32.309
H24 -4.660 -7.964 29.999
H25 -4.769 -6.626 28.962
H26 -2.940 -7.790 28.139
H27 -2.360 -8.237 29.741
H28 -2.033 -5.855 28.057
H29 -0.835 -6.792 28.881
H30 0.202 -5.804 31.331
H31 -1.143 -6.144 32.321
H32 -0.693 -7.251 31.034
H33 -1.668 -3.355 29.384
H34 -0.705 -3.541 30.764
H35 -0.234 -4.367 29.228
H36 -4.453 -7.968 32.271
H37 -4.074 -6.545 33.100
H38 -2.774 -7.590 32.385
C21 -0.510 3.695 40.396
C22 -0.879 2.744 39.198
C23 -1.652 3.665 38.223
C24 -1.808 3.060 36.814
C25 -0.431 2.792 36.215
C26 0.459 1.871 37.107
N3 0.355 2.323 38.495
O5 1.201 1.637 39.330
C27 -0.047 0.437 36.883
C28 1.933 2.080 36.615
C29 -1.831 1.613 39.706
H39 -1.457 4.137 40.703
H40 0.202 4.451 40.070
H41 -0.103 3.096 41.210
H42 -2.710 3.804 38.454
H43 -1.209 4.656 38.118
H44 -2.208 3.829 36.149
H45 -2.543 2.254 36.821
H46 0.089 3.727 35.994
H47 -0.657 2.430 35.209
H48 -1.072 0.356 37.245
H49 -0.014 0.132 35.838
H50 0.541 -0.299 37.434
H51 1.950 1.828 35.554
H52 2.210 3.119 36.784
H53 2.620 1.396 37.112
H54 -1.318 0.951 40.406
H55 -2.163 0.972 38.891
H56 -2.646 2.046 40.286
N4 -6.173 -3.712 26.704
C30 -5.432 -3.648 27.865
C31 -4.100 -3.738 27.611
C32 -3.980 -3.817 26.186
C33 -5.263 -3.832 25.691
H57 -7.163 -3.850 26.603
H58 -5.978 -3.601 28.795
H59 -3.395 -3.732 28.425
H60 -3.123 -3.750 25.534
H61 -5.640 -3.856 24.680
N5 -10.096 -2.484 31.454
C34 -10.089 -3.821 31.198
C35 -8.995 -4.311 31.861
C36 -8.385 -3.270 32.581
C37 -9.019 -2.107 32.188
H62 -10.760 -1.875 31.005
H63 -10.895 -4.230 30.611
H64 -8.796 -5.373 31.872
H65 -7.582 -3.255 33.301
H66 -8.781 -1.091 32.457
N6 -5.162 1.505 26.673
C38 -6.134 0.570 26.821
C39 -5.805 -0.454 25.929
C40 -4.789 0.048 25.114
C41 -4.244 1.175 25.728
H67 -5.199 2.389 27.173
H68 -6.988 0.668 27.471
H69 -6.293 -1.404 25.776
H70 -4.282 -0.437 24.292
H71 -3.423 1.832 25.493

Output
- Strongest force on any atom: 0.09040 hartree/bohr
- Total charge: -1
- Multiplicity: 3
- Kohn-Sham gap (alpha / beta): 6.8 / 6.1 eV